(1)
Here is C36H38N5O3STeY as an isolated structure from the Open Molecules 2025 dataset. Energies are from ωB97M-V/def2-TZVPD.

## Properties
ΔE to the lowest compared entry with this formula, charge and spin = 0.0000 eV
frontier orbital gap (alpha / beta) = 6.71 / 6.75 eV
net charge = -1
HOMO (alpha / beta) = -4.46 / -4.50 eV
energy = -2598.75174 Eh
2S+1 = 2

Cartesian coordinates (Å):
C (-2.3355, -5.2348, 1.1943)
O (-1.2261, 1.6308, -1.6022)
C (-5.5540, -1.3650, 6.5265)
H (-4.6569, -3.8020, 3.0382)
C (-4.7888, -0.2344, 6.2902)
C (-4.3180, -0.9355, 4.0148)
C (-2.8486, -2.5228, 1.7300)
H (-5.8248, -0.9178, 8.6156)
N (0.7505, 0.1007, 2.4655)
O (2.1440, 1.9642, -0.5699)
H (-3.0104, -7.2584, 0.8744)
C (5.6966, 2.8079, 1.6653)
H (-6.3787, -3.5754, 3.3694)
C (-5.7268, -2.2546, 5.4760)
H (-2.4351, 1.1426, 4.4498)
H (-3.3186, 1.8079, 5.8365)
C (-3.2624, -3.0917, 0.5142)
H (5.7807, 3.7733, 2.1507)
H (-0.6583, -2.3121, 3.8024)
N (3.1116, -0.0852, 2.7197)
C (-5.1396, -2.0545, 4.2294)
H (-4.3699, -2.9751, -1.3160)
S (2.9170, 0.7270, -0.3597)
H (-3.2837, -1.5990, -1.0075)
H (-3.9472, 1.9621, 4.1974)
N (2.0172, -0.1530, 0.6109)
C (-1.9329, -4.6532, 2.3834)
H (-6.0379, -2.6222, 8.2121)
C (-3.4243, 1.2893, 4.8829)
O (3.2456, -0.0371, -1.5281)
C (-2.1160, 0.7961, -1.1021)
H (1.5844, 0.2452, 5.7028)
H (-6.9297, 0.7159, -3.5068)
H (-3.3148, -4.8631, -0.6733)
C (-5.9610, 0.7533, -3.0231)
H (8.5694, 1.5381, 2.5677)
H (3.8385, -0.0193, 4.6325)
C (-5.8595, 1.1254, -1.6895)
C (-3.5727, 0.4862, -3.1113)
C (-6.2102, -1.6033, 7.8599)
C (-4.1788, -0.0039, 5.0577)
C (6.7821, 1.9330, 1.6777)
H (-0.4091, 0.3175, 4.1369)
H (-7.2919, -1.4584, 7.8034)
H (-4.6582, 0.4956, 7.0840)
H (-2.2840, -2.0426, 4.4326)
H (3.6737, 3.1274, 1.0219)
C (5.4956, 0.3466, 0.3987)
H (-2.6688, 0.2551, -3.6621)
C (-0.7068, 3.1071, 1.5468)
H (5.4051, -0.6093, -0.0997)
Te (-3.2950, -0.4883, 2.1405)
H (-1.5821, -6.8208, -0.0544)
H (-0.0577, 3.9350, 1.8648)
C (-2.1682, -3.3066, 2.6664)
N (7.9853, 2.3059, 2.2782)
H (-1.4868, -3.6000, 4.6761)
C (1.9987, -0.0362, 1.9724)
C (-5.4459, -3.0550, 3.1458)
H (-4.8791, 0.1451, -4.7763)
C (0.6075, 0.2046, 3.7805)
Y (-0.1013, 1.1943, 0.3343)
H (-6.3500, -3.1328, 5.6225)
C (-3.9732, -2.3082, -0.5492)
H (7.5170, 0.0229, 1.0253)
H (7.8983, 3.0042, 2.9990)
C (-2.0781, -6.6898, 0.9091)
C (2.9365, 0.0193, 4.0283)
C (-1.6303, -2.7798, 3.9709)
C (-3.4678, 0.8322, -1.7666)
H (-1.4113, -5.2553, 3.1213)
C (6.6705, 0.6998, 1.0300)
N (-1.8531, -0.0003, -0.1167)
H (-6.7506, 1.3834, -1.1293)
C (-2.9926, -4.4337, 0.2706)
C (-4.6208, 1.1588, -1.0638)
H (-4.7915, -1.7125, -0.1411)
C (4.5191, 2.4521, 1.0318)
H (-1.4452, -7.1343, 1.6776)
C (-4.8111, 0.4337, -3.7339)
H (-1.7391, 3.4345, 1.7288)
H (-5.5500, -2.5620, 2.1780)
H (-4.5480, 1.4264, -0.0181)
C (1.6946, 0.1636, 4.6320)
C (4.4188, 1.2226, 0.4028)

---

(2)
Here is C36H38O5P2PdS4Si as an isolated structure from the Open Molecules 2025 dataset. Energies are from ωB97M-V/def2-TZVPD.

## Properties
ΔE to the lowest compared entry with this formula, charge and spin = 0.0000 eV
frontier orbital gap = 7.56 eV
HOMO = -8.10 eV
energy = -4463.84332 Eh
2S+1 = 1

Cartesian coordinates (Å):
H (3.3520, -3.9791, -3.9630)
H (2.8225, 3.0248, -1.4114)
H (-4.1849, -5.6505, -1.7344)
O (-1.0156, 1.5052, 0.8006)
H (4.1042, -3.9035, -1.6078)
C (2.0630, 4.5715, 1.4328)
H (-3.2110, 1.4939, 1.6515)
H (6.3028, 1.0467, 1.4895)
H (1.9574, -2.1543, -4.8757)
C (3.5051, -3.0983, -2.0132)
H (-4.0229, -3.3224, -0.9024)
H (1.3222, -0.2383, -3.4269)
C (5.7113, 2.7682, 0.3488)
P (0.1539, 1.0030, 1.5995)
O (-1.4924, -1.6906, 0.8182)
C (1.2435, 2.3826, 1.9898)
H (6.5993, 3.3348, 0.5987)
H (-1.6114, -1.0031, 6.5761)
C (5.5458, 1.4830, 0.8505)
H (-4.2386, 0.2273, 0.9793)
C (3.1546, -2.0237, -1.2096)
H (-1.4571, -7.4406, -3.4473)
C (1.2484, -0.1984, 0.8132)
C (2.3020, -2.1126, -3.8507)
S (-1.4316, 3.4534, -1.6540)
C (2.3862, -0.9855, -1.7296)
H (-3.7352, 4.3970, 0.1922)
H (-3.1806, -7.4606, -3.0586)
C (-0.8752, -5.1466, -2.1804)
C (-3.2244, -5.1485, -1.7192)
H (0.7135, -1.1325, 0.6485)
S (-1.7633, -1.5701, -0.6037)
H (-4.9627, 1.7497, 1.5702)
C (1.9527, -1.0346, -3.0502)
C (1.1675, 3.5345, 1.2138)
C (-3.1421, -3.8467, -1.2493)
C (3.0809, -3.1393, -3.3354)
O (0.9738, 1.3673, -1.4762)
H (-4.3068, 4.3870, -1.4844)
H (4.8639, 4.3287, -0.8538)
H (3.8923, 3.2031, 3.9359)
C (-4.1030, 1.3043, 1.0577)
C (4.7389, 3.3254, -0.4668)
C (-1.0325, 1.1598, 4.0436)
P (1.9034, 0.4554, -0.7613)
C (-1.9144, -3.2051, -1.2436)
C (-2.1887, -7.2404, -2.6646)
H (-5.4129, 3.9527, -0.1653)
C (2.2234, 2.2660, 2.9741)
H (2.2793, 1.3710, 3.5853)
C (-2.0960, -5.8178, -2.1835)
Pd (-1.7700, 1.2879, -1.1811)
C (-0.7770, -3.8464, -1.7140)
H (0.0100, -5.6444, -2.5604)
C (3.5987, 2.6003, -0.7864)
H (0.3071, -1.7101, 2.8245)
S (-2.1670, 1.4831, -3.3910)
C (3.1261, 3.2965, 3.1772)
C (-0.1627, -1.0261, 3.5183)
C (4.4084, 0.7592, 0.5337)
H (-5.1065, 1.7685, -2.8264)
C (-1.2616, -0.6351, 5.6201)
H (-0.4512, -2.5275, 5.0180)
Si (-4.0038, 2.0674, -0.6349)
H (3.7462, 5.2570, 2.5693)
H (2.0031, 5.4681, 0.8291)
C (-0.6059, -1.4911, 4.7482)
H (3.4780, -2.0081, -0.1751)
S (-1.7552, 4.2635, -4.5270)
H (4.2936, -0.2406, 0.9367)
H (-1.1960, 2.1951, 3.7661)
C (-0.3679, 0.3025, 3.1667)
C (3.4289, 1.3121, -0.2900)
C (3.0425, 4.4503, 2.4071)
H (-4.8605, 0.2109, -2.0066)
C (-1.7765, 3.1677, -3.3404)
O (-3.0238, -0.8727, -0.9042)
C (-4.3783, 3.8822, -0.5217)
C (-5.1279, 1.2562, -1.8655)
H (0.1693, -3.3189, -1.7356)
H (2.0734, -0.3493, 1.5157)
H (-1.9984, 1.3567, 5.9441)
H (-1.9961, -7.9377, -1.8461)
C (-1.4805, 0.6906, 5.2666)
O (-0.6619, -0.9302, -1.3407)
H (0.4307, 3.5980, 0.4249)
H (-6.1476, 1.3114, -1.4670)